Record 1
The following is a DFT calculation (wB97M-V/def2-TZVPD) of a molecular structure, C39H39Cl4Ge2N6O4W in a non-equilibrium geometry.

Its total energy is -8200.21732 a.u. Its spin multiplicity is 4. As for the energy above the lowest of the compared OMol25 structures with the same formula, charge and spin: 38.82 kcal/mol. The net charge is +2. The max |F| comes out at 2.70 eV/Å.

Geometry (Å):
H -4.3422 -4.6073 0.7636
Cl -0.0645 0.0649 -5.1715
N 0.3484 -0.1550 1.9276
C -1.4837 0.5687 5.0864
C 3.9476 -0.6695 1.6592
C 2.7619 3.4217 2.1510
H -2.1493 -0.8842 1.5714
C 1.1984 5.0032 -3.6417
C -2.7635 0.1447 4.7397
C -2.0878 -0.7302 -1.8369
H -1.0227 2.9413 2.6465
C 0.3702 2.8333 -3.0278
Cl -3.0450 -0.1161 -6.1740
H 1.1981 6.4782 -2.0796
C -3.5226 2.6588 1.4062
H -1.2869 1.0283 6.0476
H -3.3676 2.9773 2.4366
N -0.3707 -4.3029 -0.1983
C -0.4445 0.4788 4.1757
H -2.9532 5.8202 1.4038
C 0.8093 3.5582 3.5377
H -4.1453 4.5013 -1.4990
H -2.5431 4.3924 -2.2620
H -1.6904 6.1751 0.2103
C -1.0839 -0.3669 -2.7300
H 5.2815 -0.5703 -1.4468
C -1.3596 -0.2155 -4.0762
H -2.4669 -5.0867 -2.4628
H -3.9857 -4.5426 -1.7650
H 0.1196 1.8267 -3.3222
C 0.9842 5.4509 -2.3433
C -2.6832 -0.3319 -4.5136
O -3.7379 0.3161 6.9710
H 0.3137 -4.1925 -2.2390
Ge -2.4741 3.7644 0.1880
H 1.8289 -0.4119 3.3363
C -2.0164 5.4632 0.9656
C 3.2251 -0.2752 -0.9504
C -2.9122 -4.5986 -1.5919
C 1.9808 2.9852 1.0907
O -5.0688 0.3432 5.2058
C 0.6002 2.7970 1.2346
W 0.1974 -0.4467 -0.2278
H 2.8822 -0.1097 -1.9647
H 3.8274 3.5554 2.0123
H 2.4579 2.8048 0.1338
C -3.7040 -0.6163 -3.6016
H 2.7840 4.0829 4.1964
C -1.9624 -0.4726 2.5561
H -3.0808 -5.2253 1.8279
C -3.4025 -0.8301 -2.2535
H -0.7078 -6.2229 -0.8778
H 1.0306 3.3432 -4.9970
Cl -4.6040 -1.2177 -1.0871
H 1.5948 5.6779 -4.3888
H -1.2710 5.3894 1.7534
C -3.2359 3.9011 -1.5809
O 0.1564 -0.2090 -2.1685
Cl -5.3293 -0.7224 -4.1270
C -2.6221 -5.3573 -0.2984
H -0.8745 -5.9904 0.8720
C 0.4864 4.5850 -1.3844
H -4.5703 2.8160 1.1378
O -1.6780 -0.9898 -0.5775
C -2.9950 -0.3745 3.4729
N 0.4501 -2.5039 0.4375
H -3.9988 -0.6829 3.2129
C 0.8856 3.6927 -3.9832
C 4.5553 -0.5292 -0.6476
C -3.2642 -4.6747 0.9044
C 0.2072 3.2439 -1.6981
C 1.5652 -0.3251 2.2849
H -2.5482 -3.5680 -1.5383
H -3.0298 -6.3674 -0.3936
H -3.4945 2.9194 -1.9766
C -0.6923 -0.0474 2.9145
C 2.1778 3.7187 3.3776
C 0.0404 3.0843 2.4805
Ge -0.4696 2.0269 -0.3170
H -3.3072 1.5966 1.3254
H 5.9534 -0.9440 0.9275
C 4.9247 -0.7349 0.6689
N 2.2882 -0.2069 -0.0018
C 0.2647 -3.7555 -1.2555
H -2.8136 0.1499 7.1879
H 4.1931 -0.8219 2.7018
N 0.7805 -2.6183 -0.8794
H -2.8857 -3.6573 1.0317
C 2.6471 -0.4089 1.2912
N -0.2513 -3.4979 0.8343
H 0.3388 3.8079 4.4808
H 0.3349 4.9614 -0.3815
H 0.5288 0.8672 4.4424
C -1.1194 -5.5771 -0.1039
C -3.9608 0.2745 5.6468

Computed Mulliken charges, given in elementary charges:
1. H 0.422
2. Cl -0.159
3. N 0.289
4. C -1.271
5. C -0.781
6. C -0.844
7. H 0.538
8. C -0.624
9. C 0.951
10. C -0.950
11. H 0.436
12. C -0.288
13. Cl -0.162
14. H 0.470
15. C -0.806
16. H 0.371
17. H 0.374
18. N 0.553
19. C -0.943
20. H 0.497
21. C -0.893
22. H 0.506
23. H 0.338
24. H 0.388
25. C -0.287
26. H 0.514
27. C 0.554
28. H 0.372
29. H 0.486
30. H -0.605
31. C -0.990
32. C 0.284
33. O -0.463
34. H 0.410
35. Ge 0.997
36. H 0.634
37. C -1.113
38. C -0.395
39. C -1.246
40. C -0.172
41. O -0.514
42. C 0.348
43. W 1.254
44. H 0.591
45. H 0.528
46. H 0.480
47. C 0.512
48. H 0.445
49. C -0.606
50. H 0.410
51. C 0.653
52. H 0.431
53. H 0.503
54. Cl -0.184
55. H 0.419
56. H 0.331
57. C -1.103
58. O -0.380
59. Cl -0.163
60. C 0.764
61. H 0.386
62. C -0.097
63. H 0.555
64. O 0.161
65. C -0.949
66. N 0.687
67. H 0.544
68. C -0.537
69. C -0.849
70. C -1.290
71. C 0.898
72. C -0.245
73. H 0.002
74. H 0.415
75. H 0.316
76. C 0.194
77. C -0.753
78. C -0.184
79. Ge 0.117
80. H -0.051
81. H 0.487
82. C -0.695
83. N 0.257
84. C -0.171
85. H 0.311
86. H 0.576
87. N -0.517
88. H 0.098
89. C 0.563
90. N -1.249
91. H 0.539
92. H 0.442
93. H 0.412
94. C -1.081
95. C 0.598



Record 2
The following is a DFT calculation (wB97M-V/def2-TZVPD) of a molecular structure, C39H40BINO6Zr in a non-equilibrium geometry.

Its total energy is -2385.81311 a.u. As for the energy above the lowest of the compared OMol25 structures with the same formula, charge and spin: 15.55 kcal/mol. The net charge is +1. The max |F| comes out at 1.11 eV/Å.

Geometry (Å):
C 0.4217 -1.9025 4.6272
C -0.0482 -2.8997 0.6442
H 3.5892 -0.7696 2.7603
H -3.2993 5.6455 -4.7062
H -4.4946 2.9157 -5.4376
H -2.5786 2.1562 2.9784
C 0.5619 -6.3199 -0.8454
H 2.7446 -1.8955 3.7919
H -1.8327 3.1432 -2.6706
H -6.0838 4.6202 -2.4557
Zr 0.3906 -0.7079 0.6100
H -0.8567 -2.5986 2.5881
C 1.5492 -0.2059 3.1793
C 0.2837 2.8723 1.3150
C -4.8510 0.9534 -1.4616
C -5.1610 5.0799 -2.8125
H -0.2478 -6.6947 1.6621
C -0.2076 -5.6468 1.3899
H 0.7385 -2.8363 4.1595
H -2.7904 -0.1403 4.2050
C -2.2131 -0.8447 3.6026
C -4.3044 4.0889 -3.6117
H -6.0272 3.1700 -4.5999
C 2.8592 -0.8411 3.5608
H 1.2097 -4.4310 -3.5654
C 4.2373 -0.2692 -0.6114
C 0.6408 -3.6934 -1.6420
C -2.6831 2.5603 -2.3483
C -0.5057 -3.3182 1.8701
C -0.5890 -4.6816 2.2612
H 3.2794 -0.3483 4.4420
H 7.8370 0.2371 -1.8718
C -5.0755 3.6355 -4.8574
C 1.5239 0.9937 2.4469
C 6.4442 -1.0455 -0.8961
H -0.6066 3.4539 1.5347
C 0.3386 -0.7749 3.6317
C 6.8196 0.1235 -1.5281
O -1.3201 0.9580 -1.0194
C 2.8612 -0.4651 -0.1374
H -4.6151 5.4553 -1.9443
C -2.5150 1.4609 -1.5388
C 2.7986 1.7406 2.1546
C -3.9903 2.8757 -2.7304
H -2.8100 -1.0610 2.7145
H -2.1191 -1.7673 4.1637
H 1.1448 3.4761 1.5873
H -0.5207 -2.0820 5.1332
H -5.6753 0.3383 -1.1290
H -6.0512 2.3123 -2.5737
C 0.2250 -5.3012 0.0790
H 2.8069 2.1594 1.1527
H 0.5159 -7.3513 -0.5181
N 7.4712 -2.1120 -0.7156
C 0.9247 -6.0178 -2.1234
H -2.3737 4.1502 -4.6363
C 0.2891 1.5682 2.0729
C -0.8884 -0.2438 3.2104
C -2.2453 1.5777 2.1117
B -1.6997 -0.1643 -0.2592
C 5.8691 1.1209 -1.7049
C 0.2851 -3.9393 -0.2943
I 0.6219 -1.7410 -2.2979
H -0.9480 -4.9378 3.2505
H -3.0149 0.8463 1.8900
C -5.0405 2.0645 -2.2773
H 4.9185 -2.2132 0.0561
H 6.1403 2.0417 -2.2015
H -5.2912 4.4928 -5.4978
H 1.1587 -1.6650 5.3936
H 3.6849 1.1248 2.2681
H 2.8890 2.5698 2.8620
H 0.3167 2.7213 0.2330
H -5.4336 5.9334 -3.4367
C 5.1727 -1.2807 -0.4265
O 1.9662 0.4425 -0.3646
H -2.4712 5.2092 -3.2182
O 7.1071 -3.1488 -0.2032
O -3.0706 -0.3541 -0.3036
C -3.0338 4.8052 -4.0631
H 3.8184 1.6824 -1.3845
H 1.1749 -6.8013 -2.8256
H -2.1868 2.2492 1.2607
O 8.5882 -1.8802 -1.1234
C -0.9179 0.9312 2.4241
O 2.4929 -1.4954 0.4841
C -3.5506 0.6760 -1.1043
C 4.5762 0.9242 -1.2461
C 0.9520 -4.6693 -2.5425

Computed Mulliken charges, given in elementary charges:
1. C -2.260
2. C 1.470
3. H 0.309
4. H 0.426
5. H 0.376
6. H 0.416
7. C -0.872
8. H 0.517
9. H 0.616
10. H 0.326
11. Zr -1.951
12. H 0.549
13. C 1.451
14. C -2.502
15. C -2.250
16. C -1.558
17. H 0.377
18. C -0.972
19. H 0.402
20. H 0.501
21. C -2.273
22. C 1.936
23. H 0.326
24. C -2.515
25. H 0.440
26. C 0.741
27. C 0.684
28. C -0.922
29. C -0.606
30. C -1.569
31. H 0.355
32. H 0.530
33. C -1.606
34. C 1.324
35. C -0.301
36. H 0.490
37. C 1.582
38. C -0.440
39. O -0.470
40. C 1.155
41. H 0.371
42. C 0.322
43. C -2.518
44. C 0.714
45. H 0.409
46. H 0.357
47. H 0.563
48. H 0.301
49. H 0.497
50. H 0.413
51. C 0.934
52. H 0.531
53. H 0.402
54. N 1.064
55. C -0.659
56. H 0.392
57. C 0.800
58. C 1.065
59. C -2.122
60. B 1.127
61. C -0.852
62. C 0.297
63. I 0.241
64. H 0.464
65. H 0.567
66. C -0.524
67. H 0.775
68. H 0.448
69. H 0.450
70. H 0.555
71. H 0.437
72. H 0.458
73. H 0.279
74. H 0.436
75. C -0.157
76. O -0.829
77. H 0.364
78. O -0.599
79. O -0.108
80. C -2.036
81. H 0.491
82. H 0.418
83. H 0.514
84. O -0.612
85. C 1.334
86. O -0.680
87. C 0.960
88. C -0.575
89. C -0.716